Record 1
Here is a 7-piece molecular cluster, C42H105N7O14 overall at a distorted geometry from OMol25. Energies are from ωB97M-V/def2-TZVPD.

XYZ file:
```
168
Properties=species:S:1:pos:R:3:mulliken_charge:R:1
C -7.2031 4.5352 4.4233 -0.821
O -5.9000 3.9368 4.7272 -0.232
C -5.4718 3.0531 3.6146 -0.468
C -4.2689 2.3072 3.9798 -0.804
N -3.0804 3.1327 4.4091 0.231
C -3.2464 3.6789 5.7395 -1.237
C -1.9650 3.5188 6.6726 0.613
O -1.0057 4.3782 6.3333 -0.437
C 0.0485 4.5107 7.3261 -0.757
H -7.1786 5.4264 3.7962 0.286
H -7.4996 4.8511 5.4235 0.262
H -7.9753 3.8219 4.1350 0.312
H -5.3478 3.6452 2.7079 0.326
H -6.2381 2.2936 3.4592 0.406
H -4.0012 1.7576 3.0774 0.251
H -4.3949 1.7003 4.8764 0.324
H -2.8966 3.8951 3.7727 0.268
H -4.0771 3.1835 6.2421 0.509
H -3.5167 4.7332 5.6806 0.242
H -1.5845 2.4993 6.6097 -0.182
H -2.2013 3.7715 7.7063 0.077
H 0.9282 5.0396 6.9593 0.189
H 0.3785 3.5438 7.7061 0.297
H -0.2825 5.0498 8.2138 0.350
C -1.8106 -3.9255 -4.5969 -0.815
O -1.0376 -3.4514 -5.7907 -0.208
C -1.9070 -3.0696 -6.8640 -0.756
C -0.9920 -2.5726 -8.0846 -0.108
N -1.7840 -2.2602 -9.2590 -0.412
C -1.2290 -2.7766 -10.5319 -0.478
C -1.9331 -2.0295 -11.6116 -0.667
O -1.3230 -0.7480 -11.7429 -0.353
C -1.5668 -0.1212 -13.0073 -0.772
H -1.9924 -4.9834 -4.7864 0.328
H -2.7073 -3.3400 -4.3935 0.339
H -1.0625 -3.8387 -3.8090 0.216
H -2.5946 -2.2439 -6.6810 0.329
H -2.4736 -3.9615 -7.1318 0.322
H -0.2424 -3.3470 -8.2469 0.002
H -0.5061 -1.6406 -7.7959 0.357
H -1.8390 -1.2783 -9.4892 0.363
H -1.5046 -3.8312 -10.5419 0.353
H -0.1427 -2.7104 -10.5923 0.244
H -3.0223 -2.0598 -11.5822 0.361
H -1.6959 -2.4693 -12.5803 0.470
H -2.5487 0.3521 -13.0102 0.314
H -1.4403 -0.7678 -13.8757 0.307
H -0.9324 0.7556 -13.1369 0.268
C 2.4904 -1.8763 2.3006 -0.819
O 1.6131 -2.4866 3.3217 -0.162
C 1.8236 -3.9725 3.4148 -0.450
C 0.3680 -4.5819 3.2593 -0.991
N -0.4970 -3.8820 4.2522 -0.251
C -0.4346 -4.0785 5.7736 -0.545
C -0.1218 -5.5674 6.4014 -0.464
O -0.0140 -5.5328 7.8475 -0.420
C -0.7832 -4.6473 8.5657 -0.598
H 2.1761 -2.2573 1.3290 0.338
H 3.5181 -2.1536 2.5354 0.361
H 2.2654 -0.8098 2.3121 0.112
H 2.2419 -4.2335 4.3869 0.241
H 2.4550 -4.3365 2.6043 0.536
H 0.3600 -5.6705 3.2046 0.354
H 0.0629 -4.3203 2.2461 0.382
H -0.5825 -2.9468 3.8804 0.243
H -1.4184 -3.8144 6.1614 0.491
H 0.0621 -3.2174 6.2208 0.222
H 0.7853 -5.9763 5.9563 0.307
H -0.9467 -6.1856 6.0472 0.298
H -0.3303 -3.6671 8.4166 0.195
H -0.7951 -4.8908 9.6280 0.336
H -1.8412 -4.6276 8.3041 0.292
C -0.9572 2.0002 2.0734 -0.524
O -0.4781 0.6821 1.9165 -0.079
C -0.2624 0.2871 0.5978 -0.524
C -1.2947 0.3149 -0.4581 -0.460
N -0.6903 0.1499 -1.7820 -0.369
C -0.3449 -1.2224 -2.0622 -0.147
C 0.2687 -1.3640 -3.4157 -0.739
O 1.4317 -0.5678 -3.4165 -0.346
C 2.0117 -0.1350 -4.6465 -0.702
H -2.0106 2.2337 1.9183 0.131
H -0.3871 2.7418 1.5138 0.486
H -0.8909 2.2728 3.1266 -0.103
H 0.2087 -0.6958 0.5918 -0.044
H 0.5195 0.9469 0.2218 0.457
H -1.8415 1.2576 -0.4348 0.353
H -1.9720 -0.5278 -0.3196 0.304
H 0.1935 0.6340 -1.8505 0.251
H -1.3335 -1.6578 -2.2078 0.382
H 0.2794 -1.6773 -1.2932 0.155
H -0.3896 -1.0477 -4.2248 0.325
H 0.5479 -2.3751 -3.7120 0.340
H 2.2608 -0.8447 -5.4354 0.147
H 2.8454 0.5298 -4.4201 0.259
H 1.2141 0.4941 -5.0418 0.386
C 2.3610 -1.3348 -15.2558 -0.715
O 3.1385 -2.2303 -14.4027 -0.370
C 2.2777 -3.1824 -13.7947 -0.148
C 3.0085 -4.2032 -12.8947 -0.952
N 2.7566 -4.1187 -11.4394 -0.165
C 3.4774 -5.1677 -10.7441 -0.773
C 3.0037 -5.0909 -9.2283 -0.619
O 3.4458 -3.7034 -8.7070 -0.465
C 2.6369 -3.0974 -7.6669 -0.704
H 3.0570 -0.7292 -15.8364 0.299
H 1.7240 -0.6569 -14.6876 0.254
H 1.8258 -1.8121 -16.0766 0.313
H 1.7460 -3.7536 -14.5556 0.336
H 1.5154 -2.7133 -13.1727 0.058
H 4.0607 -4.3112 -13.1582 0.447
H 2.7430 -5.2016 -13.2423 0.461
H 3.1663 -3.2770 -11.0603 0.209
H 4.5450 -5.0456 -10.9269 0.431
H 3.1497 -6.1238 -11.1524 0.416
H 3.3234 -5.8520 -8.5165 0.470
H 1.9454 -5.2795 -9.0480 0.256
H 3.3153 -2.3655 -7.2283 0.283
H 2.3240 -3.7443 -6.8474 0.363
H 1.8674 -2.4819 -8.1330 0.308
C 0.5427 -0.3548 5.4249 -0.629
O -0.1863 0.0128 6.5926 -0.490
C -1.4588 -0.6050 6.6369 0.170
C -2.3563 -0.1585 7.8185 -0.281
N -1.6935 -0.5968 9.0996 -0.430
C -2.3141 0.0757 10.2256 -0.948
C -1.8922 1.5173 10.5028 -0.274
O -3.0095 2.2679 9.9774 -0.287
C -3.0770 3.5824 10.5409 -0.919
H 1.0107 -1.3363 5.5003 0.157
H 1.3114 0.4116 5.3253 0.453
H -0.1451 -0.5076 4.5932 0.225
H -1.3446 -1.6889 6.6485 -0.100
H -2.0284 -0.3343 5.7479 0.399
H -3.3345 -0.6386 7.7917 0.343
H -2.4779 0.9241 7.8531 -0.073
H -0.7349 -0.3430 8.9078 0.314
H -2.3250 -0.4294 11.1914 0.436
H -3.4031 0.0297 10.2237 0.398
H -1.0179 1.8121 9.9224 0.128
H -1.8086 1.6422 11.5823 0.537
H -3.2733 3.6169 11.6125 0.352
H -3.9705 4.0388 10.1149 0.286
H -2.2618 4.2353 10.2288 0.288
C 6.9510 3.8266 2.5746 -0.650
O 6.4082 5.1320 2.4883 -0.341
C 5.4856 5.4200 3.5150 -0.092
C 4.5697 6.3817 2.8030 -0.950
N 3.5922 7.1888 3.6020 -0.342
C 2.4765 6.5780 4.3105 -0.538
C 1.2140 6.2929 3.4146 -0.468
O 1.3724 5.2611 2.5087 -0.441
C 1.4258 4.0134 3.1938 -0.074
H 7.0292 3.5727 3.6317 0.300
H 7.9533 3.8140 2.1464 0.246
H 6.2193 3.2284 2.0316 0.247
H 6.0036 5.8526 4.3709 0.174
H 4.9481 4.5336 3.8520 0.321
H 4.1461 5.9920 1.8774 0.249
H 5.2431 7.1430 2.4091 0.417
H 4.0758 7.8863 4.1494 0.270
H 2.1759 7.2926 5.0767 0.462
H 2.8786 5.7014 4.8184 0.223
H 1.1085 7.1637 2.7675 0.423
H 0.3231 6.2930 4.0427 0.259
H 1.5595 3.2750 2.4033 0.181
H 0.4398 3.8570 3.6313 -0.014
H 2.1169 3.9610 4.0350 0.140
```

Summary:
SMILES string: COCCNCCOC.COCCNCCOC.COCCNCCOC.COCCNCCOC.COCCNCCOC.COCCNCCOC.COCCNCCOC
Calculated total energy: -3099.3046 Eh
Energy relative to the best compared isomer or geometry (same formula, charge and spin): 129.1 kcal/mol

Record 2
Here is C42H105N7O18SSn2 as an isolated structure at a distorted geometry from OMol25. Energies are from ωB97M-V/def2-TZVPD.

XYZ file:
```
175
Properties=species:S:1:pos:R:3:lowdin_spin:R:1
Sn -0.0575 -2.6369 1.2745 0.000
Sn 2.2074 2.7896 1.7395 0.000
S 0.1851 0.5735 -0.1608 0.000
O 0.8610 0.5901 -1.4720 0.002
O -0.1609 1.8963 0.3292 0.000
O -0.8996 -0.3507 -0.1635 0.000
O 1.1687 0.0457 0.7767 0.001
C 0.5638 5.4233 -0.6067 0.000
O 1.7224 4.5679 -0.6706 0.000
C 1.8703 3.8511 -1.9003 0.000
C 3.1765 3.0406 -2.1378 0.000
N 3.1598 1.8756 -1.2416 0.000
C 4.3118 0.9547 -1.5317 0.000
C 5.6239 1.5682 -2.0708 0.000
O 6.2670 2.3871 -1.0722 0.000
C 7.5651 2.7745 -1.4564 0.000
H 0.5304 5.8558 0.3933 0.000
H -0.3958 4.9368 -0.7821 0.000
H 0.6605 6.2050 -1.3601 0.000
H 1.7414 4.5157 -2.7546 0.000
H 1.0642 3.1197 -1.9585 0.000
H 4.0134 3.6631 -1.8214 0.000
H 3.3372 2.7523 -3.1766 0.000
H 2.3446 1.3312 -1.4850 0.000
H 3.9946 0.3131 -2.3538 0.000
H 4.4087 0.2540 -0.7024 0.000
H 5.4514 2.1710 -2.9624 0.000
H 6.2897 0.7847 -2.4327 0.000
H 7.5600 3.1309 -2.4864 0.000
H 8.1465 1.8545 -1.5168 0.000
H 8.0510 3.4850 -0.7877 0.000
C 5.9239 6.2400 6.6648 0.000
O 5.3516 4.8861 6.7585 0.000
C 4.0285 4.7823 6.3988 0.000
C 3.7638 4.8014 4.9029 0.000
N 2.4711 4.2292 4.4786 0.000
C 1.3365 4.9795 5.0489 0.000
C -0.0114 4.3968 4.6453 0.000
O -0.0681 4.4068 3.1855 0.000
C -1.4174 4.3029 2.6553 0.000
H 6.9072 6.1304 7.1222 0.000
H 5.3999 7.0475 7.1762 0.000
H 6.0967 6.4991 5.6202 0.000
H 3.3456 5.3702 7.0121 0.000
H 3.7258 3.7892 6.7307 0.000
H 4.5266 4.1571 4.4657 0.000
H 3.8913 5.7480 4.3777 0.000
H 2.3939 3.2285 4.5917 0.000
H 1.4728 6.0382 4.8281 0.000
H 1.3029 5.0774 6.1340 0.000
H -0.8480 4.9129 5.1163 0.000
H -0.1064 3.4033 5.0836 0.000
H -2.0030 3.4301 2.9443 0.000
H -1.2780 4.2848 1.5744 0.000
H -1.9518 5.2212 2.8983 0.000
C -2.6457 -0.0001 2.6267 0.000
O -1.9923 -1.1718 3.0375 0.000
C -2.6609 -1.8630 4.1223 0.000
C -1.7317 -3.0199 4.5670 0.000
N -1.6104 -4.0858 3.5430 0.000
C -0.7415 -5.1480 4.0314 0.000
C -0.2906 -6.1865 2.9089 0.000
O 0.3120 -5.5208 1.8351 0.000
C 0.6220 -6.4410 0.7922 0.000
H -3.5259 -0.1801 2.0095 0.000
H -1.8909 0.5835 2.0996 0.000
H -2.8729 0.6463 3.4745 0.000
H -3.6300 -2.2817 3.8509 0.000
H -2.7974 -1.1885 4.9675 0.000
H -2.1300 -3.3933 5.5104 0.000
H -0.7188 -2.6989 4.8101 0.000
H -2.5273 -4.4185 3.2809 0.000
H -1.1996 -5.6956 4.8550 0.000
H 0.1404 -4.7575 4.5392 0.000
H -1.1802 -6.7281 2.5873 0.000
H 0.3855 -6.8851 3.4017 0.000
H 1.3802 -6.0376 0.1210 0.000
H -0.2738 -6.7894 0.2781 0.000
H 1.0504 -7.3500 1.2143 0.000
C -3.1801 6.9139 0.6704 0.000
O -3.8214 5.6601 0.5427 0.000
C -3.8107 5.1567 -0.7852 0.000
C -4.6908 3.9572 -0.7792 0.000
N -4.2451 2.7843 0.0121 0.000
C -2.9931 2.2352 -0.6097 0.000
C -3.2440 1.4585 -1.9145 0.000
O -3.4340 2.1981 -3.0652 0.000
C -2.2859 2.9590 -3.5173 0.000
H -3.3777 7.3479 1.6505 0.000
H -3.7004 7.6255 0.0294 0.000
H -2.0949 6.8476 0.5922 0.000
H -2.7732 4.9317 -1.0324 0.000
H -4.2584 5.8074 -1.5364 0.000
H -4.9084 3.6936 -1.8143 0.000
H -5.6975 4.2271 -0.4602 0.000
H -4.0075 3.2565 0.8728 0.000
H -2.6619 1.4602 0.0815 0.000
H -2.1864 2.9581 -0.7308 0.000
H -4.0664 0.7472 -1.8383 0.000
H -2.3888 0.8083 -2.0989 0.000
H -1.4641 2.3333 -3.8655 0.000
H -1.8991 3.6779 -2.7950 0.000
H -2.5724 3.5772 -4.3681 0.000
C 2.4294 2.7251 -6.2939 0.006
O 2.7583 1.5841 -5.5162 0.010
C 1.5587 0.8862 -5.2126 0.068
C 1.9259 -0.5113 -4.6306 0.071
N 0.8377 -0.9838 -3.7834 0.646
C -0.5083 -1.0691 -4.3642 0.077
C -0.7446 -2.2125 -5.4327 0.015
O -2.0251 -2.0863 -6.0712 0.000
C -2.2380 -2.9903 -7.1596 0.000
H 3.3369 3.1121 -6.7574 0.001
H 1.9492 3.5159 -5.7175 0.000
H 1.6661 2.4212 -7.0102 0.000
H 0.8928 0.7055 -6.0565 0.004
H 1.0907 1.5176 -4.4574 -0.001
H 2.7601 -0.3788 -3.9417 0.004
H 2.1903 -1.1709 -5.4571 0.008
H 0.8304 -0.4032 -2.9570 0.016
H -0.8519 -0.1173 -4.7696 0.041
H -1.2468 -1.3135 -3.6007 0.003
H -0.5996 -3.1892 -4.9710 0.001
H 0.0286 -2.1678 -6.1996 0.000
H -1.5485 -3.0987 -7.9968 0.000
H -3.1485 -2.6131 -7.6252 0.000
H -2.3528 -4.0187 -6.8171 0.000
C -4.1861 -3.8146 -3.6505 0.000
O -3.6656 -3.6081 -2.3301 0.000
C -3.9466 -2.3452 -1.7558 0.000
C -3.0738 -2.2654 -0.5318 0.000
N -3.3018 -3.4568 0.3140 0.000
C -4.5754 -3.3921 0.9887 0.000
C -4.7910 -4.7622 1.5934 0.000
O -4.0109 -5.0233 2.7452 0.000
C -4.0632 -6.3790 3.1962 0.000
H -3.9063 -4.7743 -4.0850 0.000
H -3.6339 -3.1182 -4.2816 0.000
H -5.2750 -3.7870 -3.6897 0.000
H -4.9777 -2.0103 -1.6429 0.000
H -3.5556 -1.5645 -2.4083 0.000
H -3.1568 -1.2880 -0.0566 0.000
H -2.0382 -2.3011 -0.8699 0.000
H -3.5358 -4.1921 -0.3377 0.000
H -5.4234 -3.0654 0.3869 0.000
H -4.6191 -2.7492 1.8678 0.000
H -4.6101 -5.5596 0.8726 0.000
H -5.8142 -4.9115 1.9383 0.000
H -5.1129 -6.6719 3.2172 0.000
H -3.6322 -6.6081 4.1708 0.000
H -3.4922 -6.9563 2.4690 0.000
C 2.6763 -3.4319 4.0159 0.000
O 2.5942 -3.0239 2.6190 0.000
C 3.7689 -3.3195 1.9154 0.000
C 3.5712 -2.6668 0.4940 0.000
N 2.6789 -3.4912 -0.2498 0.001
C 2.2843 -2.9076 -1.5120 0.003
C 1.3836 -3.8973 -2.2516 0.011
O 0.1757 -4.1144 -1.4668 0.002
C -0.8077 -4.9236 -2.0837 0.000
H 1.7380 -3.1538 4.4958 0.000
H 3.4880 -3.0064 4.6060 0.000
H 2.7421 -4.5195 4.0438 0.000
H 3.9680 -4.3911 1.9272 0.000
H 4.5925 -2.7794 2.3823 0.000
H 4.5695 -2.6913 0.0570 0.000
H 3.3563 -1.6049 0.6136 0.000
H 3.2196 -4.3005 -0.5196 0.000
H 3.1812 -2.6953 -2.0940 0.000
H 1.7691 -1.9559 -1.3820 0.002
H 1.9227 -4.8337 -2.3951 0.001
H 1.1980 -3.4893 -3.2452 0.006
H -1.0905 -4.5618 -3.0722 0.000
H -1.7695 -4.9082 -1.5710 0.000
H -0.5284 -5.9689 -2.2154 0.000
```

Summary:
Calculated total energy: -4226.3555 Eh
Net charge: +3
2S+1: 2